99
Properties=species:S:1:pos:R:3:forces:R:3:lowdin_charge:R:1 method="wB97M-V/def2-TZVPD" homo_lumo_gap_ev=3.649 charge=0 homo_ev=-4.64 largest_force_ev_per_a=1.3 lumo_energy_ev=-0.9937 total_energy_ha=-3253.24103
C -3.242136 -6.840153 4.275645 0.299 0.054 -0.382 -0.042
C -3.313775 -5.635058 3.375661 -0.162 -0.271 0.364 -0.264
C -4.306687 -5.536530 2.406345 -0.036 0.043 -0.056 -0.037
C -4.337200 -4.451938 1.557104 -0.068 0.112 -0.158 -0.051
C -3.388155 -3.447712 1.659501 0.092 0.148 -0.088 -0.044
C -2.415896 -3.516417 2.642269 -0.009 0.132 -0.139 -0.206
C -1.359146 -2.450961 2.841427 0.423 -0.218 0.015 -0.091
N -1.090180 -1.625629 1.668570 0.133 0.292 0.580 0.033
C 0.157064 -1.511098 1.140309 -0.134 0.195 -0.398 -0.294
N 1.239457 -2.133225 1.540294 -0.080 -0.237 -0.102 0.153
C 2.563340 -1.929936 0.956046 -0.050 -0.019 0.205 -0.085
C 3.609976 -1.696579 2.059517 0.697 0.000 0.026 -0.681
N 3.661823 -2.740309 3.080161 -0.466 0.043 -0.035 0.093
N 4.881470 -1.747902 1.368038 -0.244 0.122 -0.061 0.087
N 3.365115 -0.397440 2.684334 -0.207 -0.046 0.185 0.102
N 0.214308 -0.597198 0.118721 -0.376 -0.627 0.683 0.179
C -1.182308 -0.034470 -0.009090 -0.066 -0.347 -0.200 -0.295
C -1.891903 -1.034185 -0.965120 -0.311 0.060 -0.111 -0.090
C -1.442295 -0.930078 -2.429101 -0.113 -0.364 -0.059 -0.167
F -0.126179 -0.490423 -2.517707 0.030 -0.177 -0.008 -0.056
C -1.246852 1.399847 -0.533551 0.200 0.001 0.075 -0.134
C -2.505070 1.895979 -1.253746 0.040 0.409 -0.320 -0.236
C -2.041413 3.085184 -2.109354 0.049 -0.307 0.448 -0.439
S -1.092399 2.430379 -3.495625 -0.257 0.159 -0.699 0.911
C 0.246249 3.591935 -3.616321 -0.044 0.018 0.200 -1.090
S 0.515429 4.378849 -4.990745 0.036 -0.030 -0.109 0.767
N 1.062011 3.637967 -2.449761 0.007 0.429 0.053 -0.207
C 1.020570 4.958882 -1.809684 0.024 -0.035 0.122 -0.157
C 1.980974 4.982240 -0.600991 0.080 0.124 0.240 -0.199
O 2.614047 3.743182 -0.387870 -0.015 -0.134 -0.031 -0.152
C 3.353383 3.423860 -1.562392 0.085 0.225 0.070 -0.163
C 2.453476 3.289763 -2.798765 0.399 -0.314 0.297 -0.171
C -1.556543 -0.206449 1.510670 0.226 -0.093 0.179 -0.289
C -0.738880 0.624791 2.572673 -0.274 0.751 0.037 -0.105
C 0.303366 1.693400 2.169070 0.141 0.226 0.205 -0.150
C -0.189138 3.089618 2.534397 0.397 -0.138 0.025 -0.191
F 0.631406 4.028522 1.925554 -0.225 -0.059 0.096 -0.041
S -3.312294 0.222904 1.804265 -1.070 0.287 -0.658 0.686
C -3.776598 -0.356649 3.403192 0.423 -0.201 0.306 -0.109
O -4.166800 -0.416586 0.839402 0.210 -0.351 0.165 -0.292
O -3.355431 1.660733 1.843031 0.454 -0.088 0.212 -0.278
C -2.386336 -4.614334 3.492274 0.038 0.056 -0.043 -0.009
H -4.235365 -7.207512 4.517407 -0.013 -0.026 0.161 0.081
H -2.706513 -7.635840 3.753613 -0.073 -0.111 0.022 0.088
H -2.670324 -6.623252 5.174668 -0.156 -0.001 0.160 0.076
H -5.061516 -6.303845 2.302332 0.029 -0.127 0.096 0.118
H -5.102463 -4.365163 0.798461 -0.045 -0.070 -0.025 0.115
H -3.429514 -2.624534 0.964955 0.036 0.120 -0.002 0.082
H -0.450539 -2.998026 3.093341 0.074 0.071 0.069 0.113
H -1.550632 -1.834307 3.722752 -0.153 0.128 -0.078 0.127
H 1.178175 -2.801078 2.291256 -0.023 -0.061 -0.015 0.129
H 2.529538 -1.032596 0.344098 -0.009 -0.065 -0.136 0.132
H 2.847234 -2.799076 0.365404 -0.015 -0.002 -0.079 0.135
H 3.000805 -2.575436 3.828181 0.028 -0.018 0.058 0.064
H 3.502881 -3.667235 2.702323 0.245 -0.045 -0.047 0.084
H 5.631276 -1.603956 2.032818 0.061 -0.079 0.001 0.087
H 4.930674 -1.030302 0.652351 0.085 -0.022 -0.058 0.093
H 2.974831 -0.480112 3.615105 -0.076 -0.019 -0.002 0.069
H 4.234682 0.106907 2.789261 0.031 0.039 -0.093 0.084
H 0.499260 -1.132444 -0.701487 0.413 0.909 -0.495 0.154
H -2.970610 -0.917049 -0.916008 -0.024 0.094 -0.122 0.104
H -1.693048 -2.061186 -0.659748 0.043 0.059 0.316 0.114
H -1.468103 -1.929331 -2.867283 -0.005 0.002 -0.036 0.126
H -2.076750 -0.303998 -3.050765 0.194 0.329 0.110 0.097
H -1.078366 2.112740 0.262586 -0.002 0.004 0.173 0.097
H -0.399850 1.525664 -1.213186 -0.010 -0.054 -0.062 0.100
H -2.984864 1.176034 -1.914443 0.019 -0.182 0.122 0.093
H -3.267679 2.263736 -0.570761 0.005 -0.207 0.214 0.102
H -2.876622 3.680067 -2.472411 -0.011 0.000 -0.045 0.081
H -1.407434 3.707801 -1.478798 0.051 0.096 -0.161 0.066
H 0.002686 5.138349 -1.461183 -0.029 0.161 -0.100 0.100
H 1.294416 5.753900 -2.513632 -0.053 -0.006 -0.087 0.108
H 2.749524 5.752653 -0.749562 0.029 0.005 -0.113 0.118
H 1.457458 5.234180 0.319435 -0.034 -0.061 -0.141 0.095
H 4.096603 4.218233 -1.711294 0.030 0.007 -0.055 0.117
H 3.908120 2.506389 -1.380223 -0.136 -0.126 0.083 0.118
H 2.524216 2.269304 -3.181128 -0.149 -0.011 -0.284 0.083
H 2.849242 3.909844 -3.604693 -0.168 0.162 -0.060 0.100
H -0.261162 -0.059790 3.274756 -0.028 -0.281 -0.220 0.116
H -1.462192 1.160274 3.190090 -0.025 -0.011 0.031 0.090
H 0.589568 1.701900 1.126686 0.045 -0.176 -0.132 0.099
H 1.225006 1.517857 2.724175 0.030 -0.118 -0.084 0.104
H -0.081359 3.249127 3.609803 -0.297 0.014 0.059 0.126
H -1.220505 3.257997 2.221297 -0.022 0.068 -0.038 0.113
H -4.784361 0.024282 3.551364 -0.048 0.026 -0.087 0.091
H -3.761976 -1.441897 3.441760 -0.177 -0.054 -0.107 0.057
H -3.112795 0.055131 4.159971 -0.030 0.101 0.014 0.075
H -1.610243 -4.680705 4.246947 0.007 -0.045 0.082 0.122
C 1.936662 0.041856 -5.775564 -0.397 0.074 -0.329 -0.104
C 2.726335 1.371790 -5.767571 0.502 -0.642 0.112 -0.707
C 3.579127 1.440913 -7.049780 -0.302 0.114 -0.317 -0.108
O 3.498934 1.454997 -4.662080 -0.196 0.132 0.045 -0.317
H 2.631940 -0.801478 -5.758322 0.076 0.031 0.079 0.060
H 1.291922 -0.013951 -4.893115 0.088 0.011 0.050 0.037
H 1.296085 -0.059917 -6.665318 0.019 -0.001 0.030 0.056
H 1.937438 2.177131 -5.890127 0.172 0.044 0.183 0.070
H 4.304897 0.623954 -7.057168 0.039 0.008 0.099 0.060
H 4.117575 2.389750 -7.088837 0.056 -0.021 0.083 0.057
H 2.967825 1.364483 -7.961357 0.019 0.005 0.033 0.055


96
Properties=species:S:1:pos:R:3:forces:R:3:lowdin_charge:R:1 method="wB97M-V/def2-TZVPD" homo_lumo_gap_ev=10.579 charge=0 relative_energy_kcal_mol=0.00 homo_ev=-10.03 largest_force_ev_per_a=9.3 lumo_energy_ev=0.5462 total_energy_ha=-2484.26974
C 2.804104 -6.325229 -1.371271 0.460 -0.729 0.726 0.007
O 2.735104 -5.231229 -0.442271 0.727 -1.207 -0.148 0.050
C 1.616104 -4.666229 -0.199271 -7.513 1.177 -2.973 -0.438
O 0.374104 -4.839229 -0.854271 7.393 0.489 3.790 -0.071
O 1.801104 -3.730229 0.735729 1.056 -1.102 -0.242 0.011
C 0.698104 -3.008229 1.170729 -2.965 -0.043 -2.075 -0.068
H 2.667104 -5.973229 -2.341271 -0.112 0.900 -1.592 0.046
H 2.042104 -7.085229 -1.235271 -0.139 0.063 0.619 0.104
H 3.810104 -6.763229 -1.294271 -0.451 0.312 0.257 0.111
H -0.060896 -3.648229 1.600729 -0.225 -0.488 -0.204 0.089
H 0.238104 -2.459229 0.318729 0.148 -0.503 0.447 0.098
H 0.830104 -2.282229 1.898729 1.638 1.218 1.389 0.071
C -3.428896 -0.174229 3.399729 -0.337 -1.437 -0.033 -0.063
O -2.398896 0.800771 3.424729 2.392 0.426 -1.177 -0.035
C -1.392896 0.678771 2.504729 0.017 -5.047 -2.758 -0.390
O -1.328896 -0.338229 1.594729 -0.496 5.723 4.896 -0.019
O -0.425896 1.591771 2.699729 -3.351 -0.806 0.480 0.010
C 0.555104 1.631771 1.734729 2.367 -2.069 -3.468 -0.085
H -3.055896 -1.224229 3.507729 -0.017 1.081 -0.182 0.082
H -3.964896 -0.084229 2.464729 -0.184 -0.183 -0.190 0.093
H -4.119896 -0.000229 4.233729 0.431 0.315 -0.205 0.100
H 1.351104 0.905771 1.969729 -0.204 0.290 0.191 0.095
H 1.027104 2.575771 1.614729 -0.035 1.092 0.595 0.080
H 0.276104 1.332771 0.656729 -0.400 0.446 1.766 0.098
C -2.406896 2.208771 -0.712271 0.735 0.584 1.285 0.007
O -2.505896 0.813771 -1.032271 -2.528 0.511 0.633 0.052
C -1.487896 0.181771 -1.416271 8.316 2.458 -3.267 -0.492
O -0.272896 0.811771 -1.678271 -5.885 -3.532 1.549 -0.072
O -1.710896 -1.071229 -1.752271 -1.731 1.088 1.960 0.034
C -0.769896 -1.851229 -2.393271 1.773 -0.363 -1.009 -0.061
H -2.087896 2.279771 0.347729 -0.622 -0.060 -0.434 0.081
H -3.328896 2.788771 -0.904271 0.268 -1.026 0.071 0.115
H -1.578896 2.654771 -1.220271 0.399 0.155 -0.694 0.068
H -0.688896 -1.486229 -3.399271 0.570 0.500 -0.635 0.097
H -1.171896 -2.825229 -2.542271 -0.565 -0.841 0.513 0.086
H 0.231104 -1.960229 -1.938271 -0.658 0.453 0.052 0.085
C 1.218104 -4.804229 -4.380271 -0.593 0.607 0.264 -0.036
O 1.352104 -3.521229 -4.991271 0.518 2.364 0.318 0.008
C 1.929104 -2.530229 -4.259271 0.896 -1.784 6.220 -0.353
O 2.312104 -2.782229 -2.932271 -2.009 1.843 -7.887 -0.054
O 1.994104 -1.334229 -4.901271 -0.839 -4.147 0.499 0.000
C 2.163104 -0.211229 -4.083271 0.305 2.057 -0.522 -0.051
H 2.160104 -5.203229 -4.303271 2.468 -0.784 0.804 0.059
H 0.756104 -5.495229 -5.026271 -1.077 -0.117 -1.398 0.087
H 0.686104 -4.836229 -3.448271 -0.060 0.564 0.588 0.080
H 3.042104 -0.312229 -3.466271 0.127 0.099 0.217 0.085
H 1.279104 0.077771 -3.520271 -0.148 -0.571 0.379 0.076
H 2.263104 0.585771 -4.842271 0.401 -0.150 0.552 0.111
C 2.663104 -0.787229 -0.332271 -1.497 -0.002 2.332 -0.034
O 3.570104 0.013771 -1.078271 0.220 -0.143 -0.367 0.027
C 4.089104 1.073771 -0.550271 -1.751 3.360 7.808 -0.490
O 3.728104 1.604771 0.700729 1.959 -3.129 -7.131 -0.058
O 5.027104 1.605771 -1.294271 -0.105 -0.270 -0.358 0.011
C 5.796104 2.678771 -0.744271 -1.131 1.388 -0.881 -0.022
H 1.671104 -0.320229 -0.154271 0.700 0.341 -0.525 0.083
H 2.987104 -1.064229 0.711729 0.436 0.482 -1.228 0.123
H 2.463104 -1.676229 -0.885271 0.359 -0.475 -0.662 0.051
H 6.334104 2.377771 0.098729 0.305 -0.438 1.617 0.082
H 5.215104 3.610771 -0.622271 -0.171 -0.795 0.528 0.112
H 6.516104 2.970771 -1.465271 0.661 -0.290 -1.111 0.081
C 1.974104 3.149771 -1.918271 -0.848 1.282 -0.425 -0.018
O 1.985104 4.571771 -1.736271 -0.483 2.276 0.930 -0.005
C 1.043104 5.225771 -0.971271 -2.850 -7.157 2.558 -0.473
O 0.159104 4.540771 -0.237271 4.022 3.647 -3.585 -0.011
O 1.157104 6.490771 -1.046271 1.473 0.920 -1.254 0.028
C 0.211104 7.297771 -0.407271 -1.070 -0.557 2.586 -0.033
H 2.899104 2.833771 -2.356271 0.426 0.249 -0.366 0.093
H 1.117104 2.935771 -2.499271 -0.662 -0.500 -1.125 0.082
H 1.790104 2.643771 -1.040271 -0.073 -0.940 2.283 0.047
H -0.773896 7.065771 -0.823271 0.094 0.396 0.082 0.104
H 0.502104 8.346771 -0.481271 0.013 -0.349 -0.306 0.099
H 0.200104 6.982771 0.691729 -0.177 0.634 -1.362 0.121
C -2.116896 4.795771 2.415729 -1.841 -2.009 1.122 -0.053
C -2.518896 3.928771 3.700729 0.072 1.207 -1.957 -0.246
C -2.946896 4.762771 4.882729 -0.198 0.850 0.294 -0.190
C -1.882896 5.723771 5.249729 -0.311 -0.097 0.106 -0.237
N -1.053896 6.451771 5.568729 -0.031 -0.021 -0.110 0.139
H -1.251896 5.376771 2.552729 1.255 0.613 0.527 0.039
H -2.955896 5.496771 2.336729 0.098 -0.195 -1.004 0.075
H -1.898896 4.096771 1.572729 -0.630 0.919 0.390 0.055
H -1.688896 3.352771 3.954729 1.608 -0.801 0.729 0.066
H -3.241896 3.154771 3.468729 -0.559 0.319 -0.222 0.097
H -3.069896 4.113771 5.746729 -0.255 0.006 0.152 0.114
H -3.894896 5.344771 4.731729 0.786 -0.580 0.008 0.133
C -2.618896 -5.310229 -0.184271 -1.369 1.317 0.502 -0.099
C -3.685896 -4.949229 0.871729 -0.300 0.133 -0.176 -0.243
C -3.128896 -4.001229 1.962729 -0.958 1.428 -0.367 -0.190
C -4.300896 -3.386229 2.631729 -2.436 1.414 1.887 -0.232
N -5.235896 -2.859229 3.127729 2.972 -1.732 -1.619 0.139
H -3.047896 -5.963229 -0.908271 -0.277 -0.638 -0.605 0.059
H -1.786896 -5.790229 0.274729 0.833 -0.157 0.178 0.053
H -2.334896 -4.384229 -0.707271 0.291 -0.409 0.242 0.071
H -4.019896 -5.820229 1.458729 0.076 0.000 -0.489 0.110
H -4.633896 -4.530229 0.409729 1.272 -0.265 0.434 0.127
H -2.524896 -3.112229 1.661729 -0.316 -0.692 -0.503 0.114
H -2.507896 -4.529229 2.662729 0.105 -0.368 0.479 0.109